13
Properties=species:S:1:pos:R:3:mulliken_spin:R:1 method="wB97M-V/def2-TZVPD" spin_multiplicity=3 total_charge=-1 orbital_gap_ha="0.1396 / 0.3069" energy_ha=-1004.8835
H -0.085 1.225 1.382 0.027
H -2.596 -0.175 -1.558 0.225
P -1.765 0.167 -0.364 0.738
H -0.196 -0.009 -1.905 -0.191
C 0.816 1.124 0.885 0.226
H 1.680 1.380 1.501 -0.021
H 0.637 1.784 -0.060 -0.134
N -0.364 -0.680 -1.165 0.560
O 2.296 -0.354 -0.835 -0.070
O -2.093 -0.912 0.641 0.513
H -0.158 -1.573 0.806 0.027
O 0.834 -1.614 0.831 -0.007
P 0.993 -0.363 -0.160 0.107